Entry 1:
Entry from the OMol25 dataset: a 18-piece molecular cluster, C3H42O17S overall at a distorted geometry (ωB97M-V with the def2-TZVPD basis set).

Summary:
Kohn-Sham gap ... 8.863 eV
LUMO ... 0.0079 Eh
ΔE to the lowest compared entry with this formula, charge and spin ... 20.9 kcal per mole
HOMO energy ... -8.647 eV
DFT total energy ... -1816.8576 a.u.
2S+1 ... 1

Last column: natural (NBO) charge in e.
Positions of all 63 atoms, in Å:
C 3.693 -2.030 -1.781  -0.62
C 2.984 -1.418 -0.581  -0.51
S 1.528 -0.441 -1.162  0.10
C 0.486 -0.360 0.334  -0.74
H 4.567 -2.635 -1.450  0.22
H 4.016 -1.298 -2.506  0.21
H 3.047 -2.774 -2.318  0.22
H 3.653 -0.703 -0.076  0.22
H 2.664 -2.203 0.101  0.22
H 0.184 -1.371 0.695  0.22
H 1.001 0.164 1.082  0.21
H -0.391 0.236 0.089  0.22
H -1.390 1.786 -1.534  0.48
H -2.309 0.561 -1.353  0.50
O -1.660 1.025 -1.968  -1.03
H -2.194 2.470 0.645  0.49
H -3.162 1.284 0.723  0.51
O -2.767 2.007 1.229  -0.98
H -1.781 1.301 2.303  0.52
H -1.530 1.075 3.893  0.50
O -1.107 0.935 2.975  -1.02
H -1.543 -1.982 2.215  0.49
H -0.921 -0.776 2.930  0.50
O -0.933 -1.736 2.923  -1.01
H -3.250 -2.955 1.203  0.49
H -2.131 -2.827 0.196  0.51
O -2.583 -2.355 0.918  -0.99
H -0.488 3.603 0.082  0.52
H -1.736 4.018 -0.882  0.50
O -1.200 3.285 -0.576  -1.03
H -3.885 -0.115 -3.187  0.48
H -3.041 -1.352 -2.838  0.51
O -3.957 -0.948 -2.740  -0.98
H 0.565 2.005 -2.653  0.48
H -0.008 2.994 -1.744  0.49
O 0.757 2.871 -2.370  -0.96
H 1.227 -3.533 0.904  0.51
H 1.103 -4.964 0.340  0.47
O 1.065 -4.091 0.059  -1.00
H 0.700 3.733 1.677  0.51
H 1.471 3.988 0.350  0.50
O 0.665 4.238 0.854  -0.99
H -3.978 -0.415 -1.031  0.52
H -3.114 -0.955 0.190  0.52
O -3.410 -0.112 -0.277  -1.04
H 2.943 1.935 0.587  0.52
H 3.883 1.769 1.850  0.48
O 3.047 1.431 1.490  -1.00
H -0.702 -1.629 -3.601  0.50
H -1.145 -0.603 -2.519  0.52
O -1.323 -1.486 -2.843  -0.99
H 2.037 2.868 -1.250  0.53
H 3.389 3.650 -0.906  0.49
O 2.691 3.174 -0.547  -1.00
H 1.771 2.086 2.371  0.49
H 0.309 1.901 2.874  0.50
O 1.027 2.548 2.820  -1.02
H -0.415 -3.621 -0.709  0.51
H -1.277 -2.732 -1.647  0.50
O -1.298 -3.467 -1.013  -1.00
H 2.048 -1.931 2.239  0.48
H 0.621 -2.405 2.572  0.51
O 1.488 -2.723 2.344  -0.97

Entry 2:
Entry from the OMol25 dataset: a 20-piece molecular cluster, C3H43FNO22S overall at a distorted geometry (ωB97M-V with the def2-TZVPD basis set).

Summary:
Kohn-Sham gap ... 8.233 eV
LUMO ... -0.1446 Eh
HOMO energy ... -12.169 eV
Net charge ... +1
DFT total energy ... -2347.8261 a.u.
2S+1 ... 1

Last column: Löwdin charge in e.
Positions of all 71 atoms, in Å:
O -1.234 -0.900 3.217  0.13
N -0.712 -1.622 2.496  0.08
O -0.832 -1.151 1.095  -0.16
C 0.301 -1.582 0.381  -0.38
S 0.869 -0.237 -0.695  1.25
C -0.175 1.178 -0.426  -0.29
C -0.067 1.713 0.982  -0.47
O 0.948 2.081 1.495  0.18
F -1.256 1.778 1.608  0.11
H 1.128 -1.823 1.054  0.08
H 0.117 -2.458 -0.245  0.09
H 2.040 0.129 -0.138  0.02
H 0.217 1.937 -1.109  0.11
H -1.197 0.984 -0.738  0.10
O -1.136 1.581 -3.127  -0.08
H -0.895 2.422 -3.545  0.01
H -1.783 1.213 -3.743  0.04
O -1.066 4.473 -3.577  -0.04
H -0.477 5.058 -3.090  0.07
H -1.873 4.439 -3.047  0.07
O -3.393 -3.212 1.336  -0.04
H -3.063 -2.509 1.902  0.01
H -4.224 -3.474 1.747  0.06
O 0.519 -0.127 -5.059  -0.05
H -0.176 -0.043 -5.719  0.04
H 0.354 0.596 -4.443  0.00
O 3.522 -1.159 0.399  -0.08
H 4.382 -1.277 -0.018  0.06
H 3.708 -0.486 1.076  0.02
O 2.688 -2.559 -5.924  -0.07
H 2.638 -3.080 -5.112  -0.01
H 2.306 -1.707 -5.685  0.00
O 5.332 -0.327 2.465  -0.05
H 5.261 -1.159 2.946  0.06
H 6.275 -0.137 2.430  0.06
O -1.071 -4.510 -0.163  -0.05
H -1.608 -4.686 -0.947  0.04
H -1.578 -3.845 0.317  0.00
O -2.357 4.603 1.603  -0.06
H -2.252 3.658 1.485  -0.02
H -3.249 4.690 1.950  0.03
O -4.608 2.908 0.592  -0.05
H -4.507 1.957 0.490  0.03
H -5.497 3.007 0.951  0.05
O -3.453 -5.972 -1.575  -0.05
H -3.431 -6.422 -0.724  0.04
H -3.744 -6.645 -2.197  0.05
O 3.302 -3.964 -3.390  -0.05
H 4.212 -3.652 -3.428  0.05
H 3.370 -4.919 -3.491  0.05
O -1.465 2.909 -5.944  -0.05
H -2.140 2.901 -6.629  0.05
H -1.634 3.712 -5.435  0.01
O 1.372 -4.176 1.449  -0.05
H 1.435 -4.660 2.278  0.05
H 0.708 -4.667 0.945  0.01
O 1.909 3.544 4.231  -0.04
H 1.924 2.947 4.985  0.03
H 1.331 3.111 3.594  0.01
O -4.265 1.819 -3.584  -0.05
H -4.247 1.281 -2.787  0.03
H -4.884 1.359 -4.162  0.05
O 0.434 -0.988 5.646  -0.04
H -0.413 -1.080 5.205  0.00
H 0.330 -0.253 6.259  0.05
O 3.050 5.449 6.665  -0.06
H 3.342 6.302 6.331  0.04
H 2.451 5.118 5.986  0.00
O 2.662 0.029 3.764  -0.07
H 3.306 0.722 3.938  0.03
H 2.216 -0.136 4.606  0.00

Entry 3:
Entry from the OMol25 dataset: C3H43O19Y as an isolated structure at a distorted geometry (ωB97M-V with the def2-TZVPD basis set).

Summary:
Kohn-Sham gap (alpha / beta) ... 4.892 / 2.992 eV
LUMO (alpha / beta) ... -0.4293 / -0.4989 Eh
<S²> ... 0.755
HOMO energy (alpha / beta) ... -16.574 / -16.567 eV
Net charge ... +3
DFT total energy ... -1607.0101 a.u.
2S+1 ... 2

Last column: Mulliken spin population.
Positions of all 66 atoms, in Å:
Y 6.596 -1.859 -22.518  0.01
C 5.681 -4.426 -19.222  0.09
C 7.113 -4.130 -19.685  -0.04
C 7.777 -5.459 -20.182  0.05
O 7.284 -3.031 -20.502  0.64
H 5.307 -3.538 -18.713  0.00
H 5.646 -5.316 -18.593  -0.01
H 5.150 -4.658 -20.145  0.03
H 7.639 -3.878 -18.764  0.18
H 7.420 -5.653 -21.194  0.00
H 7.719 -6.306 -19.499  0.01
H 8.856 -5.304 -20.182  0.00
O 4.750 -1.264 -21.215  0.00
H 4.349 -1.626 -20.424  0.00
H 4.091 -0.663 -21.564  0.00
O 2.900 -4.995 -21.692  0.00
H 3.223 -5.881 -21.528  0.00
H 2.100 -5.121 -22.202  0.00
O 8.793 -7.754 -22.713  0.00
H 8.942 -8.314 -23.475  0.00
H 9.502 -7.113 -22.744  0.00
O 7.040 -8.917 -20.660  0.00
H 7.105 -9.841 -20.417  0.00
H 7.833 -8.746 -21.167  0.00
O 3.004 -6.047 -18.344  0.00
H 2.647 -5.321 -18.855  0.00
H 2.235 -6.480 -17.972  0.00
O 4.337 -8.344 -19.253  0.00
H 4.111 -7.426 -19.102  0.00
H 5.144 -8.311 -19.766  0.00
O 7.225 -0.171 -20.735  0.00
H 7.076 -0.295 -19.797  0.00
H 7.433 0.760 -20.823  0.00
O 5.392 -3.844 -22.674  0.00
H 4.461 -3.950 -22.480  0.00
H 5.687 -4.721 -22.921  0.00
O 10.635 -5.902 -22.442  0.00
H 11.355 -5.820 -21.817  0.00
H 11.037 -5.740 -23.295  0.00
O 9.136 -8.723 -17.469  0.00
H 8.187 -8.766 -17.588  0.00
H 9.471 -8.425 -18.314  0.00
O 9.876 -1.883 -18.620  0.00
H 10.248 -1.155 -19.118  0.00
H 9.123 -2.169 -19.137  0.00
O 6.510 -0.881 -18.193  0.00
H 6.565 -1.748 -18.596  0.00
H 6.003 -1.021 -17.393  0.00
O 3.828 -4.231 -16.554  0.00
H 3.637 -4.617 -17.408  0.00
H 3.895 -4.979 -15.961  0.00
O 3.213 -1.785 -18.852  0.00
H 2.869 -1.525 -17.997  0.00
H 2.774 -2.614 -19.045  0.00
O 8.132 -3.668 -23.168  0.00
H 8.347 -3.862 -24.080  0.00
H 8.818 -4.105 -22.662  0.00
O 10.156 -7.669 -19.944  0.00
H 10.569 -8.190 -20.633  0.00
H 9.551 -7.092 -20.409  0.00
O 6.867 -6.298 -16.048  0.00
H 7.398 -6.493 -15.276  0.00
H 7.504 -6.183 -16.754  0.00
O 6.130 -6.490 -23.298  0.00
H 5.700 -7.344 -23.254  0.00
H 7.024 -6.656 -22.998  0.00

Entry 4:
Entry from the OMol25 dataset: C3H4AgO3 as an isolated structure at a distorted geometry (ωB97M-V with the def2-TZVPD basis set).

Summary:
Kohn-Sham gap (alpha / beta) ... 7.598 / 7.452 eV
LUMO (alpha / beta) ... -0.0159 / -0.0264 Eh
ΔE to the lowest compared entry with this formula, charge and spin ... 69.8 kcal per mole
<S²> ... 0.755
HOMO energy (alpha / beta) ... -8.029 / -8.171 eV
DFT total energy ... -489.1928 a.u.
2S+1 ... 2

Last column: Mulliken spin population.
Positions of all 11 atoms, in Å:
O -0.913 1.421 -0.179  -0.01
C -1.918 0.521 0.022  0.00
C -1.442 -0.897 0.016  0.00
O -0.282 -1.165 -0.287  0.00
Ag 0.846 0.641 -0.401  0.22
H -2.727 0.559 -0.744  0.00
H -2.459 0.641 0.990  0.00
H -2.170 -1.711 0.186  0.00
C 2.961 0.739 0.236  0.76
O 3.575 -0.403 -0.004  0.01
H 4.529 -0.346 0.166  0.02

Entry 5:
Entry from the OMol25 dataset: C3H4AgO3 as an isolated structure at a distorted geometry (ωB97M-V with the def2-TZVPD basis set).

Summary:
Kohn-Sham gap (alpha / beta) ... 11.744 / 7.650 eV
LUMO (alpha / beta) ... -0.3850 / -0.5288 Eh
ΔE to the lowest compared entry with this formula, charge and spin ... 16.1 kcal per mole
<S²> ... 0.759
HOMO energy (alpha / beta) ... -22.221 / -22.038 eV
Net charge ... +2
DFT total energy ... -488.5528 a.u.
2S+1 ... 2

Last column: Mulliken spin population.
Positions of all 11 atoms, in Å:
C -2.293 1.106 -0.092  0.01
C -2.324 -0.276 0.292  0.01
O -1.309 -1.014 0.542  0.00
C 0.046 -0.634 0.391  -0.02
O 0.387 0.516 0.730  0.36
O 0.775 -1.469 -0.145  0.38
H -2.357 1.163 -1.189  0.00
H -3.262 -0.746 0.607  0.00
H -3.212 1.566 0.319  0.00
Ag 2.435 -0.082 0.215  0.26
H -1.275 1.581 0.228  0.00

Entry 6:
Entry from the OMol25 dataset: C3H4AlO2 as an isolated structure at a distorted geometry (ωB97M-V with the def2-TZVPD basis set).

Summary:
Kohn-Sham gap (alpha / beta) ... 7.864 / 5.081 eV
LUMO (alpha / beta) ... -0.3877 / -0.4946 Eh
ΔE to the lowest compared entry with this formula, charge and spin ... 0.0 kcal per mole
<S²> ... 0.825
HOMO energy (alpha / beta) ... -18.413 / -18.540 eV
Net charge ... +2
DFT total energy ... -508.7176 a.u.
2S+1 ... 2

Last column: Mulliken spin population.
Positions of all 10 atoms, in Å:
C -1.820 0.426 0.544  -0.18
C -0.896 0.406 -0.499  0.04
H -1.180 0.646 -1.527  -0.01
H 0.054 -0.082 -0.250  0.01
C -0.790 1.720 0.967  0.22
O -0.730 2.885 0.583  0.31
Al -0.067 4.274 1.041  0.65
H -0.239 1.414 1.874  0.01
O -3.067 0.792 0.306  -0.05
H -3.654 0.025 0.363  0.00

Entry 7:
Entry from the OMol25 dataset: C3H4AuLiO3 as an isolated structure at a distorted geometry (ωB97M-V with the def2-TZVPD basis set).

Summary:
Kohn-Sham gap (alpha / beta) ... 5.882 / 6.447 eV
LUMO (alpha / beta) ... -0.1457 / -0.2743 Eh
<S²> ... 3.760
HOMO energy (alpha / beta) ... -9.848 / -13.910 eV
Net charge ... +1
DFT total energy ... -485.0855 a.u.
2S+1 ... 4

Last column: Mulliken spin population.
Positions of all 12 atoms, in Å:
H -2.636 -0.913 -0.352  0.01
C -1.589 -0.549 -0.396  0.01
C -1.368 0.196 0.878  0.05
O -0.723 1.272 0.882  0.01
Li -0.679 1.874 -1.019  0.01
O -1.327 0.225 -1.509  0.37
H -0.962 -1.464 -0.337  0.02
H -1.604 -0.306 1.832  0.01
Au -1.182 -0.286 -3.145  1.59
C 0.113 2.098 2.826  0.86
O 0.811 3.116 2.535  0.01
H 1.116 3.630 3.309  0.05

Entry 8:
Entry from the OMol25 dataset: C3H4BN in the gas phase at a distorted geometry (ωB97M-V with the def2-TZVPD basis set).

Summary:
Kohn-Sham gap ... 8.282 eV
LUMO ... -0.0349 Eh
ΔE to the lowest compared entry with this formula, charge and spin ... 66.0 kcal per mole
HOMO energy ... -9.233 eV
DFT total energy ... -196.1550 a.u.
2S+1 ... 1
Structure (SMILES) ... BC(=C)C#N

Last column: natural (NBO) charge in e.
Positions of all 9 atoms, in Å:
B 0.740 -1.444 0.013  0.49
C -1.352 -0.109 0.140  0.22
C 0.552 1.479 -0.002  -0.29
C 0.057 -0.082 0.199  -0.46
N -2.446 0.082 -0.116  -0.28
H 0.439 -1.873 -1.118  -0.04
H 0.788 -2.126 0.943  -0.06
H -0.325 2.178 0.075  0.21
H 1.546 1.895 -0.134  0.21